1.
{"formula": "C25H31N3ORhS", "method": "wB97M-V/def2-TZVPD", "elements": ["C", "C", "H", "C", "N", "N", "C", "H", "H", "C", "C", "H", "H", "H", "C", "C", "H", "O", "H", "S", "H", "C", "H", "H", "H", "C", "C", "C", "H", "H", "H", "H", "H", "H", "H", "H", "N", "C", "H", "C", "C", "H", "H", "C", "H", "H", "C", "C", "C", "H", "C", "Rh", "H", "H", "C", "C", "C", "C", "H", "H", "H", "C"], "xyz": [[-2.95, -4.60, -1.73], [-2.20, -0.90, -1.88], [1.51, -2.38, 1.47], [-0.58, -0.44, 3.17], [2.35, -2.92, 1.30], [3.92, -3.71, -0.20], [-1.70, -5.04, -1.34], [-1.53, -6.10, -1.18], [-1.70, -2.28, 3.53], [-0.23, 2.07, -1.55], [0.64, 5.35, -2.71], [-2.11, 4.82, -2.12], [1.83, 3.36, -0.15], [-4.16, -2.89, -2.23], [-3.18, -3.24, -1.93], [-1.23, 1.12, -1.76], [0.97, 4.74, -3.55], [2.15, -2.56, -0.95], [0.06, 1.63, 2.95], [-3.54, 0.09, -2.25], [2.56, 4.77, -0.91], [0.03, -1.06, 0.63], [-0.94, 5.88, -0.50], [-3.76, -5.31, -1.88], [4.23, -5.10, 1.36], [-0.65, -4.15, -1.13], [0.49, 4.51, -1.43], [2.78, -3.05, 0.04], [0.76, 1.74, -1.27], [-1.65, 1.37, 2.60], [0.32, -4.51, -0.83], [2.86, -3.32, 2.07], [-2.69, -0.93, 2.94], [1.37, 6.14, -2.55], [2.27, 3.32, -1.87], [0.36, -0.55, 5.11], [-1.08, -0.25, -1.67], [-1.85, -1.20, 3.59], [-2.11, -0.94, 4.61], [-1.86, 3.77, -2.02], [0.58, -0.83, 4.08], [0.76, -1.91, 4.05], [0.74, 6.20, -0.10], [0.01, 5.41, -0.28], [-0.30, 5.83, -3.00], [4.18, -3.76, -1.17], [-0.54, 3.41, -1.67], [4.76, -4.31, 0.82], [-2.14, -2.35, -1.73], [1.50, -0.32, 3.78], [-2.53, 1.50, -2.09], [0.49, -1.41, -1.18], [-3.86, 3.16, -2.49], [-0.10, 4.83, 0.64], [-0.25, -0.79, 1.77], [1.86, 3.95, -1.07], [-0.83, 1.07, 3.25], [-2.85, 2.84, -2.23], [-1.08, 1.35, 4.28], [5.62, -4.76, 0.33], [5.12, -3.56, 1.52], [-0.87, -2.80, -1.34]], "mulliken_charge": [-0.709, 1.059, -0.217, 2.104, -0.086, -0.201, -0.728, 0.420, 0.379, 0.308, -1.603, 0.436, 0.361, 0.419, -0.725, -1.185, 0.381, -0.631, 0.354, -0.306, 0.427, -1.125, 0.334, 0.417, 0.332, -0.041, 2.016, 0.687, 0.576, 0.382, 0.378, 0.240, 0.393, 0.452, 0.397, 0.431, 0.045, -1.653, 0.414, -0.575, -1.672, 0.368, 0.446, -1.517, 0.328, 0.279, 0.178, -1.005, 0.646, 0.375, 0.951, 0.269, 0.396, 0.329, 0.257, -2.042, -1.570, -1.397, 0.425, 0.315, 0.327, -0.042], "e_above_lowest_kcal_mol": 0.0, "largest_force_ev_per_a": 0.081, "total_charge": 1}

2.
{"formula": "C25H31N5OPtSeSi", "method": "wB97M-V/def2-TZVPD", "elements": ["C", "H", "C", "H", "O", "C", "C", "H", "H", "C", "H", "C", "H", "N", "N", "C", "N", "C", "C", "C", "Pt", "H", "C", "N", "H", "H", "C", "H", "H", "C", "C", "H", "C", "Si", "H", "H", "C", "C", "H", "H", "H", "H", "C", "H", "H", "H", "C", "H", "H", "C", "Se", "H", "H", "H", "H", "C", "C", "H", "C", "H", "N", "H", "C", "C", "H"], "xyz": [[-0.31, 1.68, 1.38], [0.25, 3.94, -2.62], [0.03, 4.75, 4.32], [0.89, -3.37, -3.48], [1.81, -1.00, -1.41], [-0.19, 2.75, 2.41], [0.87, 2.73, 3.32], [5.44, -2.25, -2.71], [-0.36, 0.39, 4.02], [-0.31, 2.07, 0.04], [4.45, -4.12, -0.51], [0.98, 3.73, 4.27], [-1.95, 3.78, 1.75], [0.24, 6.61, 6.11], [4.00, -1.57, -1.32], [-3.98, 0.65, -0.30], [-0.56, 1.20, -1.01], [4.66, -3.89, -1.56], [0.04, 3.33, -0.51], [5.09, -2.45, -1.68], [-1.03, -0.72, -1.00], [5.93, -2.24, -1.02], [3.40, -4.08, -2.38], [-0.34, -0.70, 0.89], [3.64, -4.00, -3.45], [1.60, 1.94, 3.27], [-0.37, 0.36, 1.79], [0.31, -2.77, -1.93], [-4.89, 1.09, 0.12], [-1.03, 4.77, 3.42], [-0.35, 1.86, -2.14], [-6.21, -1.82, 0.06], [-0.35, -0.18, 3.11], [-4.43, -0.83, -1.34], [-3.46, 1.41, -0.89], [-0.51, 1.37, -3.09], [4.36, -0.21, -0.97], [2.68, -1.85, -1.58], [-0.29, -2.78, 1.10], [5.11, -0.22, -0.18], [1.81, 3.73, 4.97], [-5.79, -1.15, -3.39], [0.02, 3.19, -1.88], [-4.61, -2.35, 0.60], [0.29, 4.21, 0.06], [-3.32, 0.36, 0.53], [-5.61, -0.32, -2.69], [-5.20, 0.51, -3.26], [-1.76, 5.56, 3.47], [1.03, -3.44, -2.40], [-2.61, -1.77, -2.37], [5.45, -4.56, -1.91], [4.77, 0.34, -1.83], [-0.26, -2.28, 3.77], [-6.57, -0.01, -2.26], [-0.30, -1.82, 1.60], [0.15, 5.79, 5.32], [-5.35, -3.08, -0.82], [-1.13, 3.77, 2.46], [3.48, 0.32, -0.62], [2.38, -3.12, -2.00], [2.99, -5.08, -2.23], [-5.23, -2.15, -0.28], [-0.30, -1.55, 2.98], [0.80, -4.46, -2.09]], "mulliken_charge": [1.496, 0.455, 0.594, 0.321, -0.661, -0.647, -0.287, 0.287, 0.647, -0.115, 0.294, -0.893, 0.544, -0.519, 0.230, -0.959, -1.083, -0.703, -0.539, -0.630, 2.473, 0.371, -0.636, -0.415, 0.301, 0.569, 0.296, -0.189, 0.508, -0.906, -0.442, 0.324, -0.649, 0.572, 0.183, 0.563, -1.013, 0.391, 0.551, 0.348, 0.449, 0.305, -1.175, 0.282, 0.598, 0.112, -1.068, 0.276, 0.456, -0.603, -0.538, 0.357, 0.316, 0.453, 0.324, -0.714, -0.089, 0.312, -0.087, 0.189, 0.289, 0.361, -1.050, -1.132, 0.346], "largest_force_ev_per_a": 0.986}

3.
{"formula": "C25H31NO3", "method": "wB97M-V/def2-TZVPD", "elements": ["C", "H", "H", "C", "C", "H", "H", "H", "C", "H", "C", "C", "C", "H", "N", "H", "C", "H", "C", "H", "H", "H", "H", "C", "C", "H", "H", "H", "H", "C", "H", "O", "C", "H", "C", "H", "O", "C", "H", "C", "C", "H", "H", "C", "C", "C", "C", "C", "C", "H", "O", "H", "H", "H", "H", "H", "H", "C", "H", "C"], "xyz": [[2.16, 0.94, -0.09], [2.44, 1.42, -2.19], [0.90, -0.75, 0.26], [7.74, -1.05, 0.27], [7.72, -2.32, 0.83], [6.51, -4.02, 1.29], [-7.56, -1.34, -2.59], [-3.37, 0.67, -1.60], [6.54, -3.03, 0.86], [-0.29, 0.82, 1.69], [3.43, 0.17, 0.33], [1.63, 1.71, 1.15], [6.59, -0.51, -0.26], [2.00, 1.24, 2.06], [-0.43, 1.87, -0.15], [3.56, 2.26, -1.10], [-3.57, 0.76, -0.55], [0.85, 2.89, -1.00], [0.09, 1.73, 1.20], [1.42, -0.61, -1.41], [4.13, 0.88, 0.76], [8.66, -0.48, 0.25], [-5.42, -0.73, -1.83], [-2.89, 1.61, 0.23], [-1.75, 2.46, -0.28], [3.48, -1.40, -1.16], [-6.39, -2.69, -2.69], [3.16, -0.54, 1.12], [2.01, 2.73, 1.11], [-4.61, -0.08, 0.02], [4.46, -3.05, 0.34], [-3.80, 0.51, 2.22], [-5.57, -1.05, 2.01], [-5.59, -1.14, 3.08], [5.40, -1.22, -0.24], [-8.14, -3.03, -2.57], [-7.32, -2.44, -0.84], [-6.43, -1.79, 1.22], [-7.15, -2.46, 1.67], [-0.25, 0.65, -0.91], [-6.41, -1.67, -0.17], [8.62, -2.74, 1.25], [-4.04, 2.52, 1.78], [-5.48, -0.83, -0.76], [5.38, -2.49, 0.32], [2.52, 1.94, -1.22], [-3.29, 1.71, 1.68], [-7.34, -2.36, -2.25], [1.07, -0.04, -0.55], [-1.91, 2.65, -1.34], [1.77, 3.12, -1.24], [6.61, 0.48, -0.70], [-1.74, 3.41, 0.25], [-1.07, -0.06, -0.74], [-2.44, 1.97, 2.31], [4.38, 0.06, -1.61], [-0.22, 2.60, 1.79], [-4.67, -0.18, 1.42], [-0.26, 0.92, -1.97], [4.13, -0.61, -0.79]], "mulliken_charge": [2.708, 0.286, 0.306, -0.624, -0.404, 0.370, 0.320, 0.419, -0.625, 0.372, -1.758, -1.776, -0.278, 0.393, 0.483, 0.478, -0.557, 0.465, -0.619, 0.578, 0.509, 0.373, 0.483, 0.950, -1.937, 0.365, 0.321, 0.510, 0.383, 0.631, 0.366, -0.539, -0.683, 0.433, 0.115, 0.234, -0.450, -0.571, 0.427, -0.493, 0.585, 0.373, 0.237, -0.262, -0.306, -1.230, -0.441, -0.797, -1.663, 0.412, -0.718, 0.382, 0.561, 0.429, 0.324, 0.418, 0.562, -0.427, 0.306, -0.706], "e_above_lowest_kcal_mol": 43.3, "largest_force_ev_per_a": 0.557}

4.
{"formula": "C25H32CaFI2N5O3S2", "method": "wB97M-V/def2-TZVPD", "elements": ["H", "I", "H", "H", "C", "Ca", "C", "H", "H", "H", "H", "S", "C", "H", "N", "H", "I", "H", "F", "S", "C", "H", "C", "H", "C", "N", "H", "H", "H", "C", "H", "C", "C", "C", "N", "H", "C", "H", "N", "C", "H", "H", "C", "C", "C", "N", "O", "C", "H", "C", "C", "O", "H", "C", "C", "C", "H", "C", "H", "H", "C", "H", "C", "O", "H", "H", "H", "H", "H", "H", "C"], "xyz": [[0.51, -5.51, -2.12], [5.75, -0.32, 0.66], [-5.89, -1.07, 2.93], [4.20, -0.93, -3.58], [-0.69, 2.02, 0.44], [2.39, -0.37, -0.51], [-4.50, -2.57, 0.22], [-6.78, -1.78, 1.57], [-3.00, 0.96, 2.66], [-2.80, 3.50, 5.18], [-1.82, 1.37, 4.33], [-0.18, -1.49, -0.04], [-3.94, -1.27, -0.38], [1.70, -4.80, -3.20], [-4.14, -0.20, 0.59], [-0.85, 1.84, -1.69], [6.49, -2.94, -1.60], [5.94, 0.94, -4.69], [-3.30, 0.93, -1.81], [2.57, -2.81, -1.70], [1.43, 2.27, 1.64], [-3.88, -1.89, 2.04], [-3.18, 0.84, 0.55], [-1.82, 4.43, 4.04], [0.76, -4.61, -2.69], [5.05, 2.18, -3.17], [7.94, -0.85, -0.80], [-4.44, -1.07, -1.34], [-3.78, -3.39, 0.14], [-2.33, 3.48, 4.19], [-1.46, -4.52, -1.78], [2.93, 2.04, 1.70], [-5.51, -0.05, 1.00], [0.77, 2.09, 0.38], [-0.65, 2.26, 2.83], [-5.45, -2.88, -0.21], [-0.15, -2.91, -1.12], [1.19, 2.58, 3.72], [3.69, 0.70, -2.30], [5.23, 1.01, -3.88], [6.54, 3.28, -4.11], [5.06, 4.19, -3.77], [-1.37, 1.74, -0.75], [4.37, 0.10, -3.33], [-2.63, 1.23, -0.68], [-4.75, -2.31, 1.67], [1.38, 1.88, -0.68], [5.74, 3.44, -3.38], [-1.89, -3.79, -0.24], [-5.85, -1.30, 1.86], [7.27, -1.50, -0.25], [3.21, 0.85, 1.34], [-0.01, -4.47, -3.45], [4.12, 1.94, -2.23], [0.70, 2.41, 2.77], [-2.58, 1.28, 1.71], [3.79, 2.67, -1.52], [-1.33, 2.33, 4.11], [-2.23, -2.93, -1.75], [-5.62, 0.85, 1.60], [-1.50, -3.58, -1.24], [6.18, 3.79, -2.45], [0.91, -3.40, -1.78], [3.68, 2.92, 2.09], [-0.56, 2.45, 4.87], [7.81, -2.04, 0.52], [-6.19, 0.02, 0.15], [-4.94, -3.17, 2.18], [-2.86, -1.37, -0.55], [-3.11, 3.38, 3.44], [-1.34, 1.92, 1.67]], "mulliken_charge": [0.348, 0.211, 0.394, 0.554, -0.076, 1.413, -0.633, 0.368, 0.320, 0.399, 0.397, -0.598, -0.045, 0.344, 0.460, 0.509, 0.055, 0.401, -0.368, -0.480, -0.014, 0.371, -0.459, 0.334, -1.597, 0.161, 0.327, 0.339, 0.281, -1.104, 0.263, 0.145, -0.628, 0.670, 0.259, 0.308, 0.090, 0.421, 0.177, -0.229, 0.284, 0.316, -0.706, -0.864, 0.160, -0.151, -0.765, -0.876, 0.060, -0.738, -0.854, -0.855, 0.332, -0.757, -0.116, -0.077, 0.441, -0.725, 0.207, 0.429, -0.978, 0.341, 0.817, -0.697, 0.377, 0.369, 0.330, 0.325, -0.184, 0.281, 0.189], "e_above_lowest_kcal_mol": 68.5, "largest_force_ev_per_a": 0.323}

Number 1: highest occupied orbital energy -11.18 eV. Number 2: highest occupied orbital energy -7.86 eV. Number 3: highest occupied orbital energy -7.81 eV. Number 4: highest occupied orbital energy -5.08 eV.